Here is a single C4H8N2 molecule in a non-equilibrium geometry from OMol25. Energies are from wB97M-V/def2-TZVPD.

The geometry in XYZ format:
```
14
Properties=species:S:1:pos:R:3:forces:R:3
C 1.9132 -0.0521 0.3388 0.187 0.029 -0.041
N 0.5432 -0.4890 0.5508 -0.044 0.051 0.149
C -0.4403 0.0918 -0.3474 0.003 -0.056 -0.123
C -1.7166 -0.7715 -0.3780 -0.083 -0.024 -0.017
C -0.7342 1.5137 -0.0184 -0.127 0.915 0.270
N -0.9224 2.6125 0.2948 0.163 -1.082 -0.322
H 2.2102 -0.3183 -0.6824 -0.020 0.069 0.160
H 2.5612 -0.6069 1.0231 -0.055 0.138 -0.089
H 2.0880 1.0264 0.4811 -0.086 -0.134 -0.012
H 0.2601 -0.3372 1.5144 0.045 -0.068 -0.105
H 0.0076 0.1012 -1.3478 -0.029 -0.039 0.130
H -2.0456 -0.9403 -1.4056 -0.031 0.085 0.127
H -1.4641 -1.7388 0.0623 -0.066 0.115 -0.097
H -2.5463 -0.3335 0.1807 0.142 0.001 -0.028
```
Forces are in eV/Å.

As for the SMILES: CN[C@@H](C)C#N. The value obtained for the energy above the lowest of the compared OMol25 structures with the same formula, charge and spin is 0.621 eV. The value obtained for the energy is -7257.2546 eV. The largest force on an atom is 1.141 eV/A. The value obtained for the HOMO energy is -0.354 Eh. The LUMO energy comes out at 0.0357 Ha.

=====

Here is a single C4H8N2 molecule from OMol25. Energies are from wB97M-V/def2-TZVPD.

The geometry in XYZ format:
```
14
Properties=species:S:1:pos:R:3:forces:R:3
C 1.9102 -0.0442 -0.0821 0.210 0.198 -0.058
N 1.1920 -1.2471 0.3333 -0.132 -0.104 0.205
C 0.6307 -0.4187 -0.7232 -0.106 0.063 -0.160
C -0.5779 0.4273 -0.4426 0.087 0.014 -0.188
C -1.8161 -0.1142 0.1622 -0.218 -0.167 -0.082
N -0.8703 0.6609 0.9661 0.007 0.233 0.152
H 2.8557 -0.2093 -0.5930 -0.164 -0.012 0.076
H 1.8878 0.8147 0.5876 -0.015 -0.143 -0.096
H 0.6959 -1.0407 1.2008 0.039 -0.001 -0.099
H 0.6477 -0.8782 -1.7109 0.004 0.085 0.145
H -0.7069 1.2648 -1.1293 0.017 -0.116 0.118
H -1.8812 -1.1681 0.4230 0.068 0.150 -0.055
H -2.7625 0.3467 -0.1158 0.172 -0.074 0.058
H -1.2052 1.6060 1.1238 0.031 -0.126 -0.017
```
Forces are in eV/Å.

As for the SMILES: C1N[C@H]1[C@H]1CN1. The value obtained for the energy above the lowest of the compared OMol25 structures with the same formula, charge and spin is 2.076 eV. The value obtained for the energy is -7255.7995 eV. The largest force on an atom is 0.295 eV/A. The value obtained for the HOMO energy is -0.339 Eh. The LUMO energy comes out at 0.0395 Ha.

=====

Here is a molecular structure, C4H8N2 in a non-equilibrium geometry from OMol25. Energies are from wB97M-V/def2-TZVPD.

The geometry in XYZ format:
```
14
Properties=species:S:1:pos:R:3:forces:R:3
C 2.1065 0.1696 0.4815 -0.256 -0.342 -0.402
N 0.6844 -0.2220 0.6119 -0.345 -2.048 -0.450
C -0.5555 -0.1260 -0.5693 1.456 -0.142 1.216
C -1.9825 -0.7693 -0.4959 0.603 -0.081 0.425
C -0.4379 1.1958 -0.0849 -1.658 2.520 -1.172
N -0.4906 2.3125 0.2233 0.081 0.101 0.085
H 2.3256 0.5924 -0.5018 -0.178 -0.132 -0.018
H 2.7267 -0.7234 0.6237 0.042 0.154 -0.184
H 2.4749 0.9260 1.2100 -0.867 -0.311 -0.242
H 0.4029 -0.2835 1.5838 -0.576 -0.049 -0.556
H -0.1536 -0.3151 -1.5788 0.398 0.160 0.759
H -2.6705 -0.3187 -1.2456 0.892 0.136 0.311
H -1.9719 -1.8386 -0.7296 0.223 0.147 0.232
H -2.4584 -0.5997 0.4718 0.186 -0.112 -0.005
```
Forces are in eV/Å.

The value obtained for the energy above the lowest of the compared OMol25 structures with the same formula, charge and spin is 3.102 eV. The value obtained for the energy is -7254.7732 eV. The largest force on an atom is 3.236 eV/A. The value obtained for the HOMO energy is -0.301 Eh. The LUMO energy comes out at 0.0321 Ha.

=====

Here is a molecular structure, C4H8N2 in a non-equilibrium geometry from OMol25. Energies are from wB97M-V/def2-TZVPD.

The geometry in XYZ format:
```
14
Properties=species:S:1:pos:R:3:forces:R:3
C 1.8174 -0.0035 -0.5466 3.291 0.742 -1.280
C 0.5139 0.0858 -0.0831 -1.668 0.345 1.216
C -0.6183 0.4495 0.0023 -0.855 0.594 -0.832
C -2.0555 0.6276 0.1106 -0.357 -1.034 3.241
H 3.6178 0.6049 1.0397 -3.243 -2.749 -3.363
H 2.6187 -0.9143 1.2012 1.476 1.970 -3.010
H 1.7739 -0.8467 -1.3812 0.769 2.120 1.224
H 1.9810 1.0906 -0.7986 0.178 -1.467 -1.222
H -2.6122 1.3591 -0.5453 1.038 -0.480 0.905
H -2.1003 0.8246 1.2773 -0.643 0.541 -2.305
H -3.4791 -0.8778 0.8001 2.838 0.320 -3.659
H -2.7524 -0.9635 -1.0497 -0.319 0.144 3.681
N 3.0081 -0.2646 0.3186 0.662 -0.757 6.048
N -2.5784 -0.7688 0.0467 -3.167 -0.287 -0.643
```
Forces are in eV/Å.

The value obtained for the energy above the lowest of the compared OMol25 structures with the same formula, charge and spin is 5.662 eV. The value obtained for the energy is -7252.2131 eV. The largest force on an atom is 6.131 eV/A. The value obtained for the HOMO energy is -0.329 Eh. The LUMO energy comes out at 0.0288 Ha.

=====

Here is a single C4H8N2 molecule from OMol25. Energies are from wB97M-V/def2-TZVPD.

The geometry in XYZ format:
```
14
Properties=species:S:1:pos:R:3:forces:R:3
C 1.8485 0.0520 -0.1086 0.276 0.195 -0.083
N 1.3973 -1.2361 0.4023 -0.241 -0.032 0.185
C 0.6311 -0.5856 -0.6549 -0.102 0.101 -0.207
C -0.5778 0.2823 -0.4278 0.198 0.077 -0.135
C -1.9086 -0.0513 0.1133 -0.261 -0.187 -0.025
N -0.8889 0.5673 0.9660 -0.048 0.244 0.118
H 2.7716 0.0978 -0.6757 0.023 -0.226 0.142
H 1.6498 0.9143 0.5316 0.153 -0.136 -0.204
H 0.9637 -1.1064 1.3140 -0.120 0.073 -0.152
H 0.6707 -1.1223 -1.6035 0.005 0.228 0.144
H -0.5573 1.1264 -1.1201 -0.109 -0.057 0.142
H -2.1826 -1.0715 0.3590 0.118 0.053 0.060
H -2.7398 0.5785 -0.2051 0.153 -0.197 0.008
H -1.0778 1.5545 1.1094 -0.046 -0.136 0.008
```
Forces are in eV/Å.

As for the SMILES: C1N[C@H]1[C@H]1CN1. The value obtained for the energy above the lowest of the compared OMol25 structures with the same formula, charge and spin is 2.291 eV. The value obtained for the energy is -7255.5848 eV. The largest force on an atom is 0.348 eV/A. The value obtained for the HOMO energy is -0.342 Eh. The LUMO energy comes out at 0.0392 Ha.

=====

Here is a gas-phase ion, C4H8N2 (charge +2) in a non-equilibrium geometry from OMol25. Energies are from wB97M-V/def2-TZVPD.

The geometry in XYZ format:
```
14
Properties=species:S:1:pos:R:3:forces:R:3
C -2.8481 0.1537 -0.0417 -1.717 1.280 -0.620
C -1.4889 -0.0875 0.1891 4.373 -2.008 2.506
N -0.6238 -0.7203 1.1893 -1.170 2.227 -3.651
C -0.0866 -0.1100 0.1143 -2.263 -0.377 1.935
C 1.1797 0.2534 -0.5420 1.865 -0.531 1.911
N 2.5187 -0.2467 0.2484 -1.394 -2.040 1.782
H -3.1650 -0.0547 -1.1070 0.282 -0.296 1.008
H -2.9426 1.2746 -0.0909 0.145 -0.418 0.172
H -3.5164 -0.1883 0.7773 0.438 -0.165 -0.766
H 1.2456 1.3292 -0.7123 0.160 -0.078 -0.029
H 1.1526 -0.3003 -1.4288 0.345 -0.555 -1.846
H 2.5666 -1.3604 0.4358 -0.878 2.855 -0.173
H 2.5849 0.2511 1.2085 0.131 -0.978 -1.792
H 3.4233 -0.1938 -0.2399 -0.316 1.085 -0.437
```
Forces are in eV/Å.

As for the SMILES: CC1=[N+]=C1C[NH3+]. The value obtained for the energy above the lowest of the compared OMol25 structures with the same formula, charge and spin is 1.499 eV. The value obtained for the energy is -7236.0345 eV. The largest force on an atom is 5.425 eV/A. The total charge is +2. The value obtained for the HOMO energy is -0.786 Eh. The LUMO energy comes out at -0.3627 Ha.

=====

Here is a gas-phase ion, C4H8N2 (charge +2) in a non-equilibrium geometry from OMol25. Energies are from wB97M-V/def2-TZVPD.

The geometry in XYZ format:
```
14
Properties=species:S:1:pos:R:3:forces:R:3
C 1.9539 -0.8245 -1.0470 -1.329 0.597 2.373
C -0.1893 0.4147 -0.4098 -0.693 1.447 0.235
C 2.6906 -0.7427 0.2321 -1.516 -0.823 -0.857
C -2.4372 0.7244 0.4371 -3.659 3.008 -2.292
N 0.8912 -0.3208 -0.5214 5.212 -2.666 -0.887
N -1.2317 -0.0018 0.2290 -0.259 0.238 -0.913
H 2.2774 -1.3466 -1.9348 -0.559 0.149 -0.813
H 0.0880 1.4639 -0.8102 -1.738 -1.299 0.646
H 2.7562 -1.5225 0.9651 -0.436 -1.004 0.090
H 3.1199 0.1270 0.6002 0.744 2.184 0.119
H -2.4826 0.9414 1.4442 -0.368 -0.018 2.538
H -3.4177 0.1998 0.1184 1.970 0.197 0.472
H -2.5998 1.8032 0.0172 1.234 -2.033 -0.008
H -1.4188 -0.9155 0.6797 1.398 0.023 -0.703
```
Forces are in eV/Å.

The value obtained for the energy above the lowest of the compared OMol25 structures with the same formula, charge and spin is 3.340 eV. The value obtained for the energy is -7234.1942 eV. The largest force on an atom is 5.922 eV/A. The total charge is +2. The value obtained for the HOMO energy is -0.746 Eh. The LUMO energy comes out at -0.4387 Ha.

=====

Here is a single C4H8N2O molecule in a non-equilibrium geometry from OMol25. Energies are from wB97M-V/def2-TZVPD.

The geometry in XYZ format:
```
15
Properties=species:S:1:pos:R:3:forces:R:3
C 1.5500 -0.7940 0.2220 0.033 -0.223 0.195
C -1.6754 -0.7259 0.3395 0.275 0.135 -0.234
C 0.8906 1.5851 -0.0476 -0.645 -0.673 -1.066
C -0.8155 0.1600 -0.5603 0.845 -0.644 0.224
O -0.0999 2.2910 -0.4693 1.599 0.083 0.831
N -1.2634 1.5022 -0.5796 -1.077 0.076 0.097
N 0.6463 0.2797 -0.0588 -1.161 1.590 0.044
H 1.8291 2.0514 0.1942 0.097 0.087 0.083
H -0.7373 -0.2984 -1.5687 0.100 -0.354 -0.042
H 2.5666 -0.4159 0.3281 -0.039 -0.003 -0.010
H 1.5256 -1.5162 -0.5980 0.001 0.029 -0.005
H 1.2679 -1.3074 1.1450 0.043 -0.009 -0.087
H -1.3022 -1.7480 0.3511 0.003 -0.184 -0.020
H -2.6902 -0.7359 -0.0495 -0.075 0.022 -0.034
H -1.6922 -0.3277 1.3520 0.000 0.069 0.023
```
Forces are in eV/Å.

The value obtained for the energy above the lowest of the compared OMol25 structures with the same formula, charge and spin is 4.718 eV. The value obtained for the energy is -9301.6749 eV. The largest force on an atom is 1.969 eV/A. The value obtained for the HOMO energy is -0.244 Eh. The LUMO energy comes out at 0.0242 Ha.

=====

Here is a single C4H8N2O molecule in a non-equilibrium geometry from OMol25. Energies are from wB97M-V/def2-TZVPD.

The geometry in XYZ format:
```
15
Properties=species:S:1:pos:R:3:forces:R:3
N 2.4775 0.2920 -0.1159 3.291 0.021 -0.046
N 1.5998 -0.7147 -0.0653 -1.433 -1.319 0.916
C 0.3910 -0.3430 0.0627 -0.708 -1.123 -0.826
C -0.1152 1.0410 -0.0410 1.703 2.108 0.371
C -1.6116 0.9447 0.1309 -1.344 -0.204 -0.713
O -1.9406 -0.3906 -0.3291 1.048 0.370 0.776
C -0.8492 -1.2145 0.1670 -0.694 -0.301 0.160
H 2.1396 1.1181 0.2876 -0.514 1.557 0.578
H 3.3812 0.0792 0.3708 -1.245 -0.193 -0.969
H 0.3384 1.4604 -0.9888 -1.152 -0.291 0.487
H 0.3725 1.7067 0.7217 -0.611 -0.431 -0.241
H -1.9853 1.0594 1.1582 0.656 -0.163 0.186
H -2.2377 1.6767 -0.4150 0.608 -0.468 -0.210
H -0.9849 -1.4380 1.2614 -0.170 0.057 -0.776
H -0.9290 -2.1481 -0.4123 0.566 0.377 0.307
```
Forces are in eV/Å.

As for the SMILES: N/N=C1\CCOC1. The value obtained for the energy above the lowest of the compared OMol25 structures with the same formula, charge and spin is 2.954 eV. The value obtained for the energy is -9303.4388 eV. The largest force on an atom is 3.291 eV/A. The value obtained for the HOMO energy is -0.325 Eh. The LUMO energy comes out at 0.0340 Ha.

=====

Here is a molecular structure, C4H8N2O in a non-equilibrium geometry from OMol25. Energies are from wB97M-V/def2-TZVPD.

The geometry in XYZ format:
```
15
Properties=species:S:1:pos:R:3:forces:R:3
C 2.1649 0.2581 0.2914 0.494 -0.023 -0.380
C -0.3724 -0.1638 0.0498 0.550 -0.390 0.192
N -0.1688 -1.5786 -0.0259 -0.231 -0.032 0.380
C -1.6448 0.4557 -0.0982 1.060 -0.118 0.987
C 0.7963 0.8615 0.1072 -2.127 -0.315 1.194
O -2.7301 -0.3254 -0.4046 0.951 0.563 -0.177
N 0.0143 0.6971 -1.0658 -0.380 0.042 -1.797
H -3.5505 0.0918 -0.1067 0.288 0.224 -0.356
H -0.9983 -2.0651 0.3010 0.183 0.012 0.009
H 0.0014 -1.8565 -0.9871 -0.073 0.140 0.060
H -1.8102 1.4735 0.2322 -0.116 -0.132 0.070
H 0.6749 1.7969 0.6682 -0.069 -0.069 -0.023
H 2.2198 -0.8237 0.1834 -0.341 -0.015 -0.133
H 2.5457 0.4872 1.2916 -0.176 0.101 -0.114
H 2.8576 0.6913 -0.4365 -0.013 0.012 0.088
```
Forces are in eV/Å.

The value obtained for the energy above the lowest of the compared OMol25 structures with the same formula, charge and spin is 4.638 eV. The value obtained for the energy is -9301.7549 eV. The largest force on an atom is 2.459 eV/A. The value obtained for the HOMO energy is -0.304 Eh. The LUMO energy comes out at 0.0155 Ha.

=====

Here is a single C4H8N2O molecule in a non-equilibrium geometry from OMol25. Energies are from wB97M-V/def2-TZVPD.

The geometry in XYZ format:
```
15
Properties=species:S:1:pos:R:3:forces:R:3
N 0.6261 0.3205 -2.2121 -0.404 -0.266 0.249
C -0.3116 0.5760 -1.1995 -1.137 -0.292 0.096
O -0.7119 1.7202 -1.0989 -0.126 -0.573 0.231
C -1.0699 -0.6057 -0.2252 0.443 0.624 -0.744
N -0.3775 -0.9229 1.0093 -0.023 -0.191 -0.111
C -0.1349 0.1558 1.9526 -0.073 0.172 0.065
C 0.9547 -0.3837 1.0971 0.378 0.227 -0.288
H 0.7828 1.0996 -2.8512 -0.115 -0.185 0.642
H 1.3662 -0.3679 -2.2239 -0.576 -0.214 0.349
H -2.0711 -0.2434 0.0805 0.572 0.320 -0.683
H -1.2363 -1.5642 -0.7414 0.362 0.509 -0.312
H -0.5216 1.1455 1.7132 0.110 -0.133 -0.034
H -0.2122 -0.1333 3.0015 0.078 0.051 -0.300
H 1.1825 0.2447 0.2194 0.612 -0.311 0.896
H 1.7348 -1.0411 1.4785 -0.100 0.261 -0.056
```
Forces are in eV/Å.

As for the SMILES: NC(=O)CN1CC1. The value obtained for the energy above the lowest of the compared OMol25 structures with the same formula, charge and spin is 2.738 eV. The value obtained for the energy is -9303.6551 eV. The largest force on an atom is 1.178 eV/A. The value obtained for the HOMO energy is -0.331 Eh. The LUMO energy comes out at 0.0347 Ha.

=====

Here is a single C4H8N2O molecule from OMol25. Energies are from wB97M-V/def2-TZVPD.

The geometry in XYZ format:
```
15
Properties=species:S:1:pos:R:3:forces:R:3
C 2.0938 -0.5723 0.1659 0.027 -0.177 -0.317
C 0.9714 0.1667 -0.5022 0.321 0.841 -0.041
C -0.2592 0.4478 0.3881 -0.262 -0.392 -0.696
N -1.1957 1.3956 -0.1991 0.228 0.251 -0.147
N -1.9977 -1.0837 0.0872 0.047 0.231 -0.050
C -0.7843 -0.9647 0.5366 -0.375 -0.418 0.436
O 1.0055 0.5725 -1.6449 -0.102 -0.336 0.477
H -1.0532 2.3295 0.1755 -0.066 -0.211 -0.126
H -1.0074 1.4422 -1.2048 0.022 0.088 0.308
H -2.5140 -0.2828 -0.2895 0.016 0.019 0.151
H -2.4640 -1.9766 0.1164 0.059 0.013 -0.041
H 0.0945 0.7595 1.3755 -0.011 0.002 -0.063
H 2.7059 -1.0701 -0.5804 0.064 -0.016 -0.055
H 1.6849 -1.2928 0.8631 -0.006 -0.102 0.115
H 2.7196 0.1291 0.7126 0.038 0.209 0.047
```
Forces are in eV/Å.

The value obtained for the energy above the lowest of the compared OMol25 structures with the same formula, charge and spin is 2.695 eV. The value obtained for the energy is -9303.6981 eV. The largest force on an atom is 0.901 eV/A. The value obtained for the HOMO energy is -0.307 Eh. The LUMO energy comes out at 0.0339 Ha.